1.
Entry from the OMol25 dataset: a 8-piece molecular cluster, C34H61O18PS8 overall at a distorted geometry (wB97M-V/def2-TZVPD).

Results
HOMO-LUMO gap ... 7.083 eV
HOMO ... -8.75 eV
Structure (SMILES) ... O=C1C=CC(=O)C(P(O)(O)=S)=C1.O=S1(=O)CCCC1.O=S1(=O)CCCC1.O=S1(=O)CCCC1.O=S1(=O)CCCC1.O=S1(=O)CCCC1.O=S1(=O)CCCC1.O=S1(=O)CCCC1
Charge ... 0

Element x y z (Å)
O 3.9601 0.4278 1.5513
C 3.0594 1.3751 1.1962
C 3.4953 2.9391 0.7942
C 2.7241 3.6962 -0.2721
C 1.4954 2.8099 -0.9797
O 1.2307 2.8891 -2.2871
C 0.6633 1.8287 0.0880
P -1.2372 1.6977 -0.0804
O -1.9077 2.3560 1.4246
O -1.7720 2.8246 -1.3441
S -1.8991 -0.1153 -0.3239
C 1.4111 1.1015 1.1711
H 4.3732 3.4344 1.3887
H 2.9529 4.8035 -0.5817
H -1.1321 2.8716 1.8432
H -2.0730 3.6514 -0.8515
H 0.8443 0.4365 1.9526
O 0.3557 1.5035 4.1938
S -0.5306 0.3694 4.3493
O -1.1175 -0.3174 3.2160
C 0.2671 -0.8310 5.3974
C -0.1386 -0.4273 6.8070
C -1.6245 -0.0803 6.7271
C -1.8220 0.8110 5.5021
H 1.3464 -0.8079 5.2377
H -0.1312 -1.8170 5.1401
H 0.0530 -1.2295 7.5256
H 0.4305 0.4549 7.1237
H -2.2084 -1.0014 6.6111
H -1.9735 0.4169 7.6375
H -2.7968 0.6449 5.0367
H -1.7046 1.8687 5.7536
O -2.9302 2.5131 -2.9043
S -3.7974 2.9315 -3.9855
O -4.4971 4.2006 -3.9717
C -2.8989 2.7882 -5.5177
C -3.1590 1.3602 -5.9735
C -4.6449 1.1090 -5.7213
C -4.9647 1.6204 -4.3176
H -1.8413 3.0004 -5.3520
H -3.3223 3.5099 -6.2226
H -2.8964 1.2202 -7.0262
H -2.5596 0.6608 -5.3784
H -5.2386 1.6618 -6.4594
H -4.8992 0.0494 -5.8229
H -5.9819 2.0153 -4.2554
H -4.8212 0.8402 -3.5651
O 1.5885 6.4723 3.3323
S 0.3037 5.8065 3.3773
O 0.1122 4.4565 2.8863
C -0.3261 5.9067 5.0413
C -1.0982 7.2173 5.0723
C -1.8798 7.2687 3.7604
C -0.9187 6.8796 2.6384
H 0.4986 5.8769 5.7554
H -0.9923 5.0533 5.1988
H -1.7598 7.2734 5.9417
H -0.4016 8.0627 5.1210
H -2.7087 6.5516 3.8014
H -2.3113 8.2591 3.5850
H -1.4329 6.3456 1.8354
H -0.4017 7.7538 2.2332
O 2.0974 -1.1643 -6.1785
S 2.7877 -1.4020 -4.9282
O 2.5832 -2.6046 -4.1458
C 4.5355 -1.1832 -5.1979
C 4.7712 0.2992 -4.9496
C 3.9555 0.6454 -3.7048
C 2.5694 0.0267 -3.8780
H 4.7998 -1.4967 -6.2093
H 5.0667 -1.7950 -4.4627
H 5.8339 0.5198 -4.8131
H 4.4100 0.8852 -5.8031
H 4.4421 0.2184 -2.8195
H 3.8888 1.7272 -3.5527
H 2.1467 -0.2875 -2.9204
H 1.8839 0.7149 -4.3801
O 3.8891 -3.4532 2.7486
S 2.4814 -3.6505 3.0233
O 1.9709 -3.8262 4.3683
C 1.5627 -2.3480 2.2265
C 1.2801 -2.8866 0.8319
C 0.8756 -4.3472 1.0262
C 1.8809 -4.9774 1.9887
H 2.1483 -1.4271 2.2208
H 0.6349 -2.2014 2.7875
H 0.4965 -2.3115 0.3301
H 2.1868 -2.8327 0.2175
H -0.1301 -4.3923 1.4615
H 0.8462 -4.8888 0.0756
H 1.4139 -5.7426 2.6139
H 2.7344 -5.4030 1.4539
O 6.5090 -3.7604 -5.3655
S 6.5437 -4.8994 -6.2585
O 7.7834 -5.4355 -6.7840
C 5.6133 -6.2264 -5.5174
C 4.1877 -5.9995 -5.9977
C 4.3020 -5.6357 -7.4773
C 5.4146 -4.5971 -7.6096
H 5.7116 -6.1905 -4.4311
H 6.0127 -7.1700 -5.9011
H 3.5660 -6.8864 -5.8444
H 3.7335 -5.1674 -5.4465
H 4.5631 -6.5314 -8.0539
H 3.3563 -5.2540 -7.8745
H 5.9481 -4.6976 -8.5582
H 5.0269 -3.5799 -7.5061
O -3.9109 -1.5163 5.2663
S -5.3186 -1.7136 5.5411
O -5.8291 -1.8892 6.8861
C -6.2373 -0.4110 4.7442
C -6.5199 -0.9497 3.3497
C -6.9244 -2.4102 3.5439
C -5.9191 -3.0404 4.5064
H -5.6517 0.5099 4.7386
H -7.1651 -0.2644 5.3053
H -7.3035 -0.3745 2.8479
H -5.6132 -0.8957 2.7353
H -7.9301 -2.4554 3.9792
H -6.9538 -2.9519 2.5933
H -6.3861 -3.8056 5.1316
H -5.0656 -3.4660 3.9716

Atoms 1-6, force components in eV/Å:
O -5.91 6.20 -2.23
C 2.81 -3.00 1.37
C -2.60 1.39 -2.77
C 1.25 -3.64 3.06
C -0.33 0.61 -4.03
O 1.51 -0.54 8.14

Mulliken population analysis, charges in e, atoms 1 to 5: -0.58, 0.12, -0.46, -0.35, 0.12

---

2.
Entry from the OMol25 dataset: a 2-piece molecular cluster, C4H9NO2 overall (wB97M-V/def2-TZVPD).

Results
HOMO-LUMO gap ... 10.399 eV
ΔE to the lowest compared entry with this formula, charge and spin ... 0.499 eV
HOMO ... -9.65 eV
Structure (SMILES) ... O=C1CCCN1.O
Charge ... 0

Element x y z (Å)
O -2.7406 -0.1082 0.4454
C -1.5460 0.0974 0.4234
C -0.6760 0.6635 1.5412
C 0.7510 0.5043 1.0166
C 0.5548 0.6188 -0.4956
N -0.7128 -0.1120 -0.6626
H -0.9380 1.7246 1.6382
H -0.8907 0.1748 2.4928
H 1.4579 1.2400 1.4081
H 1.1359 -0.4969 1.2477
H 0.4412 1.6638 -0.8122
H 1.3657 0.1655 -1.0607
H -1.1735 -0.1830 -1.5639
O 1.2504 -1.6993 -1.8856
H 0.4472 -1.7409 -1.3389
H 1.2737 -2.5124 -2.3939

Atoms 1-6, force components in eV/Å:
O 0.43 -0.01 0.00
C -0.13 -0.02 0.02
C -0.08 0.02 0.10
C 0.05 0.03 0.05
C 0.01 0.11 0.00
N -0.17 0.17 -0.08

Mulliken population analysis, charges in e, atoms 1 to 5: -0.63, 0.28, -0.42, -0.44, -0.48

---

3.
Entry from the OMol25 dataset: a single C20H22N6O4S molecule (wB97M-V/def2-TZVPD).

Results
HOMO-LUMO gap ... 8.295 eV
ΔE to the lowest compared entry with this formula, charge and spin ... 2.113 eV
HOMO ... -8.44 eV
Structure (SMILES) ... COCCCn1c(SCC(=O)NNC(=O)c2cccc(O)c2)nnc1-c1ccncc1
Charge ... 0

Element x y z (Å)
C -6.3146 -0.1279 0.2400
O -5.7761 -1.3485 -0.2093
C -5.1286 -2.1100 0.7823
C -3.7033 -1.6245 1.0717
C -2.8639 -1.7031 -0.2066
N -1.6504 -0.9400 -0.0841
C -0.4276 -1.4135 0.2941
S -0.0993 -3.1020 0.5068
C 1.6142 -3.0347 1.1250
C 2.6224 -2.8084 0.0064
O 3.1430 -3.7123 -0.6139
N 2.8880 -1.5039 -0.1980
N 3.7417 -1.1342 -1.2352
C 4.5579 -0.0350 -1.2577
O 5.4561 0.0281 -2.0697
C 4.2323 1.0485 -0.2909
C 5.2704 1.6518 0.4098
C 4.9896 2.6627 1.3128
C 3.6883 3.0707 1.5327
C 2.6422 2.4778 0.8267
O 1.3771 2.8843 1.0657
C 2.9254 1.4807 -0.1012
N 0.4137 -0.4236 0.4607
N -0.2507 0.7166 0.2112
C -1.4818 0.4205 -0.1122
C -2.4986 1.4160 -0.4235
C -3.3574 1.2999 -1.5139
C -4.3014 2.2955 -1.7117
N -4.4265 3.3504 -0.9270
C -3.5883 3.4767 0.0873
C -2.6062 2.5465 0.3861
H -5.5399 0.5768 0.5626
H -6.8480 0.3002 -0.6058
H -7.0142 -0.2877 1.0682
H -5.0930 -3.1296 0.3890
H -5.7143 -2.1095 1.7114
H -3.7351 -0.5886 1.4187
H -3.2628 -2.2356 1.8597
H -2.5897 -2.7387 -0.4212
H -3.4593 -1.3152 -1.0350
H 1.6612 -2.2573 1.8850
H 1.7830 -4.0193 1.5601
H 2.2819 -0.7797 0.1953
H 4.0306 -1.9352 -1.7931
H 6.2831 1.3226 0.2387
H 5.7945 3.1345 1.8562
H 3.4580 3.8502 2.2416
H 0.7529 2.2641 0.6379
H 2.1198 1.0802 -0.6987
H -3.2824 0.4782 -2.2085
H -4.9934 2.2432 -2.5413
H -3.7142 4.3646 0.6917
H -1.9396 2.6822 1.2227

Atoms 1-6, force components in eV/Å:
C -0.01 0.11 0.07
O 0.08 -0.13 -0.20
C 0.20 -0.04 0.19
C -0.33 -0.05 -0.35
C -0.70 -0.16 0.21
N 0.91 0.37 0.01

Mulliken population analysis, charges in e, atoms 1 to 5: -0.58, -0.34, -0.81, -0.02, -1.18

---

no.,electronic energy (Eh)
1,-6213.01724
2,-363.06719
3,-1803.01794